The following is a DFT calculation (ωB97M-V/def2-TZVPD) of C74H80N2O6PRb as an isolated structure in a non-equilibrium geometry.

Summary:
- DFT total energy: -3794.4223 a.u.
- Frontier orbital gap: 5.62 eV
- Charge: -2
- HOMO energy: -2.0 eV
- LUMO level: 3.7 eV
- ΔE to the lowest compared entry with this formula, charge and spin: 6.84 kcal/mol

XYZ file:
```
164
Properties=species:S:1:pos:R:3:forces:R:3:lowdin_charge:R:1
Rb 0.45934 -0.02057 0.16946 -2.1 -0.2 -0.1 1.13
C 1.45657 3.07465 -1.45192 -0.2 0.5 -0.5 -0.05
O 1.47900 2.10915 -0.42873 0.8 0.9 0.0 -0.33
C 2.60529 2.19809 0.36971 0.8 0.2 0.2 -0.23
C 3.80552 1.61788 -0.04688 -0.5 0.2 -0.2 -0.11
C 3.86175 0.66759 -1.22824 0.0 -0.1 0.0 -0.07
C 4.12666 -0.72963 -0.70568 -0.1 0.2 -0.2 -0.12
C 5.41938 -1.10131 -0.40363 0.0 -0.2 0.0 -0.02
C 5.72996 -2.30064 0.23207 0.1 -0.1 0.1 -0.20
C 4.64988 -3.04366 0.69517 0.3 0.0 -0.1 -0.01
C 3.34266 -2.70638 0.41352 -0.4 0.0 -0.1 -0.12
C 2.20180 -3.44057 1.07866 0.0 0.0 -0.1 -0.08
C 2.03231 -2.95381 2.49398 -0.4 0.0 0.1 -0.09
C 3.00647 -3.22512 3.44505 -0.2 0.1 0.0 0.02
C 2.93559 -2.75344 4.74718 0.0 0.0 0.0 -0.17
C 1.87189 -1.92126 5.06830 -0.1 0.0 -0.2 0.03
C 0.86258 -1.64165 4.15190 -0.2 -0.2 -0.1 -0.12
C -0.28137 -0.74899 4.55203 0.0 0.4 -0.2 -0.08
C 0.07221 0.72531 4.56777 0.1 -0.4 -0.1 -0.15
C -0.27369 1.50036 5.65315 0.1 0.2 0.1 -0.03
C -0.08959 2.87932 5.66985 -0.2 0.0 0.2 -0.21
C 0.44422 3.45617 4.51686 -0.1 0.1 0.2 -0.01
C 0.79258 2.72387 3.41173 0.1 0.0 -0.4 -0.13
C 1.23741 3.40173 2.13511 -0.2 -0.2 0.1 -0.07
C 2.53634 2.86630 1.59569 0.1 0.1 -0.2 -0.12
C 3.70331 3.05673 2.31989 -0.2 0.0 -0.2 0.02
C 4.94087 2.62943 1.85261 0.1 -0.1 -0.1 -0.16
C 4.96033 1.87972 0.68614 0.0 0.1 0.1 0.03
C 6.20301 2.99406 2.62636 0.1 0.1 0.1 -0.55
C 7.48605 2.51616 1.93948 -0.3 0.1 0.1 -0.06
C 6.14150 2.36248 4.02190 0.0 0.1 -0.1 -0.04
C 6.28273 4.52165 2.76394 0.0 -0.2 0.0 -0.05
C 0.65878 1.29685 3.39434 0.0 0.4 1.1 -0.37
O 1.02068 0.60720 2.40741 0.2 0.1 0.6 -0.23
C -0.39070 3.74522 6.88236 0.0 0.1 0.2 -0.56
C -1.14257 2.97955 7.97569 0.2 0.1 -0.2 -0.08
C -1.25712 4.95606 6.50576 0.1 -0.2 0.1 -0.06
C 0.93704 4.25114 7.46718 -0.2 -0.1 0.0 -0.06
C 0.91626 -2.20777 2.87734 0.3 -0.2 0.4 -0.19
O -0.13708 -2.02129 1.98892 0.4 0.0 0.4 -0.23
C -1.13828 -2.99871 2.11932 -0.4 -0.4 0.0 -0.07
C 4.01595 -3.17286 5.73772 0.1 0.0 0.1 -0.55
C 3.73520 -2.68124 7.15956 0.0 0.0 -0.3 -0.07
C 5.36633 -2.60230 5.28544 -0.1 0.0 0.1 -0.04
C 4.09231 -4.70747 5.77754 0.0 0.2 0.0 -0.05
C 3.03261 -1.62755 -0.47397 1.1 -0.4 -0.2 -0.37
O 1.89854 -1.50218 -1.04237 1.0 -0.6 -0.6 -0.37
C 7.18261 -2.71031 0.43381 0.2 -0.1 0.0 -0.56
C 7.88568 -1.70352 1.35756 0.0 -0.2 -0.1 -0.05
C 7.90101 -2.73133 -0.92506 -0.1 0.0 0.2 -0.06
C 7.32188 -4.10570 1.05210 0.0 0.2 -0.1 -0.07
H 2.34745 3.01999 -2.09182 0.0 -0.1 0.1 0.10
H 1.38908 4.09432 -1.04452 0.0 -0.1 0.1 0.10
H 0.57045 2.86890 -2.04925 0.1 0.0 0.0 0.08
H 4.66817 0.97406 -1.90688 -0.2 0.0 0.0 0.12
H 2.91169 0.66804 -1.76386 0.1 0.1 -0.1 0.11
H 6.22369 -0.43098 -0.69012 0.0 0.0 0.0 0.10
H 4.82676 -3.93190 1.28663 0.0 -0.1 0.0 0.09
H 2.38066 -4.52153 1.07908 -0.1 0.0 0.0 0.13
H 1.29504 -3.22675 0.51661 0.1 -0.2 0.1 0.07
H 3.84842 -3.82516 3.13897 0.1 -0.1 0.0 0.10
H 1.79563 -1.46666 6.04525 0.0 0.0 0.1 0.11
H -0.64362 -1.04398 5.54308 0.0 0.0 -0.1 0.12
H -1.09513 -0.88252 3.83309 -0.1 -0.1 0.1 0.10
H -0.72018 1.00017 6.50622 0.0 0.0 0.0 0.10
H 0.58791 4.53159 4.47582 0.0 0.1 0.0 0.11
H 1.33508 4.47913 2.31473 -0.1 -0.1 0.0 0.12
H 0.45773 3.24456 1.38639 0.0 0.1 -0.1 0.12
H 3.61908 3.56787 3.26811 0.0 0.1 0.2 0.12
H 5.88734 1.46762 0.32276 0.1 -0.1 0.0 0.09
H 7.50668 1.43165 1.87559 0.1 -0.2 -0.1 0.06
H 8.35254 2.83925 2.51760 0.1 0.0 0.1 0.08
H 7.57112 2.93381 0.93838 0.0 0.0 -0.1 0.08
H 6.05901 1.28233 3.93631 0.0 -0.2 0.0 0.08
H 5.27726 2.72324 4.57063 -0.1 0.0 0.1 0.08
H 7.03908 2.60224 4.59283 0.1 0.0 0.1 0.08
H 6.35309 4.98668 1.78255 0.0 0.1 -0.1 0.09
H 7.15984 4.80468 3.34590 0.1 0.0 0.1 0.07
H 5.40025 4.91261 3.26124 -0.1 0.1 0.1 0.07
H -2.07446 2.57873 7.58211 -0.1 -0.1 0.0 0.08
H -1.37684 3.65036 8.80407 0.0 0.0 0.1 0.07
H -0.54368 2.15723 8.36039 0.0 -0.1 0.1 0.08
H -2.22548 4.62312 6.14162 -0.1 0.0 -0.1 0.06
H -0.79096 5.54947 5.72512 0.0 0.1 -0.1 0.07
H -1.40956 5.59100 7.38143 0.0 0.1 0.0 0.07
H 1.57802 3.40863 7.72137 0.1 -0.1 0.0 0.08
H 0.76670 4.84964 8.36351 0.0 0.1 0.1 0.07
H 1.45794 4.86160 6.73532 0.1 0.1 -0.1 0.07
H -0.74649 -4.01161 1.95262 0.0 0.1 0.0 0.09
H -1.89151 -2.77585 1.36072 0.0 0.0 0.0 0.09
H -1.61013 -2.97321 3.11369 0.1 0.1 -0.1 0.10
H 3.74353 -1.59493 7.20063 0.0 0.1 0.1 0.08
H 4.50340 -3.05482 7.83753 0.1 0.0 0.0 0.08
H 2.76995 -3.04121 7.50700 -0.1 0.0 0.1 0.08
H 5.30447 -1.51944 5.20786 0.0 0.1 0.0 0.09
H 5.64617 -2.99045 4.31062 0.1 0.0 -0.2 0.07
H 6.15382 -2.85592 5.99670 0.1 -0.1 0.1 0.08
H 3.13550 -5.12170 6.09004 -0.1 -0.1 0.0 0.09
H 4.85846 -5.03574 6.48059 0.1 0.0 0.1 0.07
H 4.33191 -5.11474 4.79940 0.0 -0.1 -0.1 0.07
H 7.90361 -0.71826 0.89921 0.0 0.2 0.0 0.06
H 8.91521 -2.00830 1.55902 0.1 0.0 0.0 0.08
H 7.35105 -1.62702 2.30229 0.0 0.0 0.1 0.08
H 7.85858 -1.75391 -1.39721 0.0 0.1 -0.1 0.07
H 7.41791 -3.44627 -1.58807 0.0 -0.1 -0.1 0.09
H 8.94998 -3.01312 -0.80997 0.1 0.0 0.0 0.07
H 6.92359 -4.12455 2.06398 -0.1 -0.1 0.1 0.07
H 8.37450 -4.39265 1.09797 0.1 0.0 0.0 0.07
H 6.79179 -4.84259 0.45244 -0.1 -0.1 0.0 0.08
N -2.51824 -0.66382 -0.57882 0.0 0.4 0.3 0.07
C -3.10050 -1.75810 -1.16387 0.0 -0.6 -0.1 -0.33
C -4.48212 -1.96793 -1.08263 -0.1 0.1 0.0 -0.04
C -5.07014 -3.06668 -1.67660 0.0 0.1 0.1 -0.12
C -4.29074 -3.98235 -2.36545 0.0 -0.3 -0.2 -0.12
C -2.91523 -3.81318 -2.40499 -0.2 0.1 0.0 -0.11
C -2.29954 -2.73855 -1.78194 0.1 0.1 0.2 -0.28
P -0.45521 -2.52835 -1.59788 -1.2 -0.6 -0.8 1.12
C -0.01671 -4.28296 -1.31927 0.1 0.0 0.3 -0.37
C 1.26797 -4.70627 -1.66531 -0.1 0.1 0.0 -0.12
C 1.70443 -5.97483 -1.34202 0.1 -0.2 0.0 -0.09
C 0.87237 -6.84461 -0.65272 0.1 -0.2 0.0 -0.11
C -0.39379 -6.42851 -0.28066 0.0 -0.2 0.1 -0.09
C -0.83214 -5.15799 -0.60718 -0.1 0.1 0.0 -0.11
C -0.17634 -2.43821 -3.41010 0.2 0.0 0.0 -0.32
C -0.24487 -1.17147 -3.98324 0.2 -0.1 0.1 -0.06
C -0.12774 -1.01568 -5.35283 0.0 0.1 -0.1 -0.08
C 0.05707 -2.11872 -6.17057 0.0 0.0 -0.1 -0.11
C 0.11605 -3.38281 -5.60908 0.0 -0.1 -0.1 -0.10
C -0.00324 -3.54259 -4.23949 0.0 0.0 0.0 -0.10
H -3.16119 0.03862 -0.24071 0.1 0.0 -0.1 0.08
H -1.79856 -0.19390 -1.12333 -0.3 0.1 -0.1 0.00
H -5.09207 -1.24052 -0.55974 0.0 0.1 0.0 0.10
H -6.14318 -3.20158 -1.61765 0.0 0.0 0.0 0.09
H -4.75233 -4.82718 -2.86419 0.0 0.0 0.0 0.09
H -2.30640 -4.54365 -2.91919 0.1 -0.1 0.0 0.10
H 1.92443 -4.00684 -2.16306 0.1 0.0 0.0 0.12
H 2.70444 -6.28781 -1.61203 0.1 0.0 0.0 0.10
H 1.21509 -7.83912 -0.39268 0.0 0.0 0.0 0.09
H -1.04236 -7.09426 0.27683 0.0 0.0 0.0 0.10
H -1.82204 -4.84177 -0.30637 0.0 0.0 0.0 0.10
H -0.39418 -0.30548 -3.35420 0.0 0.2 0.0 0.08
H -0.18356 -0.02606 -5.78447 0.0 0.1 0.0 0.10
H 0.15781 -1.99908 -7.24264 0.0 0.0 0.0 0.09
H 0.25148 -4.25345 -6.24063 0.0 0.0 0.0 0.09
H 0.04902 -4.53956 -3.82380 0.0 0.0 0.0 0.09
O -2.14219 3.46602 -3.13978 -0.1 0.4 -0.2 -0.03
C -1.89033 2.63692 -2.25530 -0.2 0.2 0.3 -0.68
O -1.34568 1.52489 -2.35998 0.4 -0.7 0.0 -0.06
C -2.31012 3.04356 -0.81453 0.0 -0.1 -0.2 -0.16
C -2.81928 4.34065 -0.56729 -0.1 0.2 0.1 0.00
C -3.22478 4.67339 0.69159 0.0 -0.1 0.0 -0.02
C -3.13068 3.71281 1.72689 0.2 -0.2 -0.1 -0.16
C -3.54866 3.93945 3.05314 -0.1 0.1 0.1 -0.05
C -3.42171 2.95520 3.99517 -0.2 0.2 0.1 -0.09
C -2.86475 1.71335 3.65693 0.1 -0.2 -0.1 -0.07
C -2.44110 1.46567 2.38296 -0.1 0.0 0.2 0.01
C -2.58126 2.44850 1.38309 -0.3 0.6 0.5 -0.21
N -2.19888 2.14692 0.12933 0.4 -0.2 -0.5 0.16
H -2.87863 5.02626 -1.40029 0.0 0.0 0.0 0.11
H -3.62216 5.65774 0.92078 0.0 0.0 0.0 0.11
H -3.97728 4.90452 3.30381 0.0 0.0 0.1 0.10
H -3.74736 3.12691 5.01392 0.0 0.0 0.0 0.09
H -2.74620 0.96341 4.42052 0.0 -0.1 0.1 0.10
H -1.97391 0.53354 2.10792 0.1 -0.2 -0.1 0.10
```
Positions in Å, forces in eV/Å.